Below is a molecular structure, C32H16CrI2N8 in a non-equilibrium geometry, with properties calculated with ωB97M-V/def2-TZVPD.

Structure (XYZ):
```
59
Properties=species:S:1:pos:R:3:mulliken_charge:R:1
Cr -0.00084 -0.47066 1.10065 0.76
C 6.28988 -1.63164 0.18502 -0.60
C 6.30484 -0.32390 -0.32947 -0.60
C 5.19499 0.49346 -0.24910 -0.36
C 4.05709 -0.03438 0.35399 0.43
C 2.73190 0.51626 0.56182 -0.36
N 2.37088 1.75397 0.28851 -0.49
C 1.11867 2.17202 0.36326 -0.30
C 0.69611 3.55462 0.27828 0.31
C 1.41984 4.74345 0.24070 -0.34
C 0.69998 5.92048 0.19914 -0.61
C -0.70573 5.92021 0.19954 -0.61
C -1.42501 4.74281 0.24147 -0.34
C -0.70065 3.55429 0.27909 0.29
C -1.12255 2.17156 0.36389 -0.29
N -2.37471 1.75304 0.29020 -0.49
C -2.73478 0.51516 0.56370 -0.37
N -1.95648 -0.44409 1.17026 0.44
C -2.72378 -1.55144 1.43024 -0.33
N -2.36669 -2.58336 2.17472 -0.49
C -1.12060 -2.78100 2.55626 -0.31
N 0.00018 -2.20642 1.99818 0.33
C 1.12130 -2.77998 2.55633 -0.29
N 2.36717 -2.58129 2.17479 -0.50
C 2.72309 -1.54953 1.42955 -0.33
N 1.95494 -0.44269 1.17009 0.44
C 4.04709 -1.32820 0.87914 0.42
C 5.16774 -2.14984 0.80080 -0.37
C 0.69842 -3.72220 3.57397 0.40
C 1.42254 -4.45778 4.50727 -0.37
C 0.70385 -5.17850 5.44058 -0.59
C -0.70139 -5.17957 5.44022 -0.58
C -1.42054 -4.45909 4.50700 -0.37
C -0.69695 -3.72272 3.57401 0.38
C -4.04832 -1.33048 0.88123 0.39
C -5.16879 -2.15261 0.80399 -0.34
C -6.29197 -1.63456 0.18993 -0.60
C -6.30832 -0.32645 -0.32356 -0.60
C -5.19873 0.49144 -0.24395 -0.36
C -4.05981 -0.03627 0.35713 0.42
N -0.00183 1.37788 0.43825 0.28
H 7.17940 -2.24105 0.09724 0.42
H 7.20588 0.04451 -0.80137 0.41
H 5.20221 1.50330 -0.63591 0.54
H 2.50118 4.73875 0.25215 0.54
H 1.22638 6.86521 0.17533 0.42
H -1.23244 6.86478 0.17583 0.42
H -2.50630 4.73762 0.25386 0.54
H 5.15281 -3.15283 1.20491 0.53
H 2.50394 -4.45330 4.50235 0.54
H 1.22948 -5.74318 6.19893 0.42
H -1.22650 -5.74460 6.19866 0.42
H -2.50194 -4.45577 4.50163 0.53
H -5.15290 -3.15584 1.20748 0.54
H -7.18138 -2.24431 0.10305 0.42
H -7.21024 0.04195 -0.79379 0.42
H -5.20689 1.50168 -0.62972 0.55
I 0.00075 -1.11426 -1.77724 0.20
I -0.01865 -3.72328 -1.25534 0.03
```

2S+1	4
E_tot	-3306.904878	Ha
LUMO (spin up / spin down)	-5.121 / -5.006	eV
M	818.3	g mol⁻¹
charge	+1
HOMO-LUMO gap (spin up / spin down)	4.057 / 4.107	eV